No. 1
Molecular formula: C32H84N16O4P4
Method: DFT, wB97M-V/def2-TZVPD

Output
2S+1 = 1
lowest unoccupied orbital energy = 0.29 eV
HOMO = -8.04 eV
ΔE to the lowest compared entry with this formula, charge and spin = 0.00 kJ/mol
E_tot = -3812.17256 Eh

Last column: Mulliken charge in e.
Cartesian coordinates (Å):
C1 -4.67865 -4.63793 0.67560  -1.050
N1 -4.63077 -4.07957 -0.67567  0.389
C2 -4.17655 -2.71507 -0.77532  -1.301
P1 -4.38015 -5.16027 -2.01179  0.558
O1 -4.55395 -4.52494 -3.34049  -0.903
N2 -2.79970 -5.77116 -1.74351  0.347
C3 -2.42410 -6.78655 -0.63144  -0.936
C4 -1.58453 -5.28554 -2.36545  -1.344
N3 -5.42808 -6.43247 -1.73235  0.237
C5 -5.22779 -7.73281 -2.30359  -1.122
C6 -6.84874 -6.14097 -1.45446  -1.186
H1 -5.42487 -4.16802 1.31626  0.342
H2 -3.70246 -4.56597 1.15515  0.255
H3 -4.89527 -5.70619 0.67385  0.340
H4 -4.69134 -2.23352 -1.60670  0.320
H5 -3.09257 -2.79751 -0.85464  0.343
H6 -4.40238 -2.20888 0.16323  0.451
H7 -2.11585 -6.28599 0.28644  0.236
H8 -3.18875 -7.53844 -0.43631  0.259
H9 -1.49579 -7.27798 -0.92273  0.396
H10 -1.05560 -6.06725 -2.91066  0.390
H11 -1.87572 -4.57069 -3.13507  0.381
H12 -0.91860 -4.83554 -1.62916  0.409
H13 -6.09020 -8.04171 -2.89429  0.369
H14 -4.44355 -7.58553 -3.04613  0.404
H15 -4.92076 -8.51465 -1.60893  0.253
H16 -7.00845 -5.08420 -1.24039  0.362
H17 -7.20920 -6.85522 -0.71417  0.376
H18 -7.48825 -6.32782 -2.31715  0.394
C7 0.52309 0.29977 6.47607  -0.940
N4 1.46150 0.83483 7.51282  0.199
C8 1.30756 0.22503 8.79682  -0.985
P2 2.88812 1.53135 7.01029  0.373
O2 3.46386 2.19376 8.21191  -0.849
N5 3.94049 0.30032 6.27398  0.122
C9 4.99329 0.76217 5.36163  -1.032
C10 3.57718 -1.08908 5.99715  -0.744
N6 2.39045 2.64867 5.86494  0.530
C11 1.97184 2.34327 4.52539  -1.490
C12 2.17417 4.04442 6.32469  -1.155
H19 0.70958 0.64340 5.45860  0.120
H20 -0.45811 0.70180 6.72852  0.322
H21 0.49380 -0.78712 6.55281  0.441
H22 1.79308 0.79743 9.58723  0.289
H23 1.75251 -0.76982 8.77645  0.302
H24 0.25435 0.12399 9.05879  0.341
H25 4.66401 0.73338 4.32296  0.349
H26 5.13655 1.83773 5.46528  0.341
H27 5.90339 0.19731 5.56352  0.350
H28 3.05143 -1.46989 6.87275  0.142
H29 2.91391 -0.96146 5.14163  0.289
H30 4.38733 -1.74854 5.68594  0.324
H31 0.89262 2.41128 4.38834  0.484
H32 2.59640 2.86622 3.80115  0.458
H33 2.17344 1.29242 4.31759  0.357
H34 2.19997 4.79951 5.53902  0.332
H35 2.68762 4.40892 7.21441  0.322
H36 1.12939 4.17734 6.60552  0.398
C13 1.61114 -3.15591 -4.94509  -1.104
N7 2.19216 -1.79647 -4.89539  0.351
C14 1.62401 -0.72452 -5.72506  -1.275
P3 3.24193 -1.36767 -3.54410  0.179
O3 3.95111 -2.44174 -2.87823  -0.842
N8 4.35152 -0.19834 -4.10210  0.437
C15 5.12118 0.52187 -3.14074  -0.999
C16 4.91246 -0.40751 -5.47576  -1.049
N9 2.23880 -0.37894 -2.51883  0.473
C17 1.30260 -1.12738 -1.59512  -1.126
C18 1.83247 0.96489 -2.90535  0.018
H37 0.53203 -3.06701 -5.07049  0.346
H38 1.91742 -3.76930 -4.09771  0.351
H39 1.98356 -3.72312 -5.79812  0.335
H40 2.26655 0.13917 -5.89617  0.379
H41 0.65041 -0.42233 -5.33920  0.238
H42 1.52180 -1.24031 -6.67985  0.488
H43 5.63712 1.39112 -3.54853  0.350
H44 4.52846 0.98242 -2.35038  0.265
H45 5.89100 -0.10874 -2.69603  0.300
H46 5.46470 0.47581 -5.79649  0.369
H47 5.52401 -1.30854 -5.52324  0.330
H48 4.19968 -0.49964 -6.29525  0.311
H49 1.60857 -2.16990 -1.50771  0.426
H50 1.23142 -0.62759 -0.62909  0.434
H51 0.30501 -1.21726 -2.02506  0.272
H52 1.60044 1.08243 -3.96385  -0.024
H53 2.57608 1.72828 -2.67645  -0.190
H54 0.94199 1.23213 -2.33639  -0.033
C19 2.37786 3.64503 0.69129  -1.212
N10 2.13348 4.39999 -0.59153  0.635
C20 3.17919 5.43026 -0.77050  -1.290
P4 0.50233 4.46866 -1.12215  0.202
O4 -0.13517 3.13227 -1.11598  -0.635
N11 -0.10406 5.66818 0.00111  0.366
C21 0.37955 7.04257 -0.10243  -0.977
C22 -0.64052 5.31250 1.26163  -0.983
N12 0.49093 5.27520 -2.58153  0.106
C23 1.51225 4.84681 -3.60316  -0.985
C24 -0.84917 5.52817 -3.18508  -0.922
H55 3.45292 3.48153 0.76614  0.490
H56 1.85289 2.68982 0.70024  0.252
H57 2.01172 4.20076 1.55455  0.206
H58 3.27817 6.23216 -0.03887  0.390
H59 3.16559 5.88468 -1.76117  0.387
H60 4.20389 5.09821 -0.60374  0.345
H61 1.40784 7.03150 0.25898  0.210
H62 0.45335 7.31824 -1.15441  0.272
H63 -0.22594 7.79868 0.39732  0.389
H64 -1.05430 4.30503 1.21804  0.234
H65 0.17348 5.15032 1.96817  0.346
H66 -1.38135 6.02300 1.62829  0.347
H67 1.20237 3.97146 -4.17398  0.235
H68 1.60167 5.63338 -4.35243  0.344
H69 2.42182 4.45848 -3.14494  0.344
H70 -1.35749 4.56766 -3.26950  0.212
H71 -0.74170 5.96622 -4.17738  0.454
H72 -1.45235 6.27324 -2.66629  0.247
C25 -6.61883 1.07768 -1.45412  -0.621
C26 -5.74755 1.43285 -0.35028  0.367
N13 -5.03486 1.66743 0.53264  -0.456
H73 -6.65406 1.91273 -2.15379  0.277
H74 -7.56745 0.63497 -1.15042  0.324
H75 -6.08277 0.27758 -1.96460  0.140
C27 -1.53889 0.16779 0.30328  -0.294
C28 -0.69715 0.73862 1.33420  0.512
N14 -0.06179 1.20983 2.20471  -0.509
H76 -2.59243 0.02187 0.54177  0.395
H77 -1.07343 -0.77638 0.02046  -0.014
H78 -1.62447 0.77892 -0.59520  -0.009
C29 -0.33718 -3.90371 3.86117  -0.833
C30 -0.32748 -3.08444 2.66535  0.394
N15 -0.33940 -2.40577 1.73059  -0.370
H79 -1.12395 -4.65753 3.83192  0.295
H80 -0.43536 -3.38932 4.81714  0.224
H81 0.60098 -4.45542 3.80171  0.285
C31 -1.45428 1.48684 -3.91987  0.222
C32 -2.84830 1.80561 -3.96126  0.000
N16 -3.98985 1.98538 -3.91317  -0.482
H82 -0.91018 1.54831 -4.86235  0.395
H83 -1.28848 0.55438 -3.38031  0.042
H84 -1.09195 2.35592 -3.37077  -0.261

***

No. 2
Molecular formula: C32H84O25P4
Method: DFT, wB97M-V/def2-TZVPD

Output
2S+1 = 1
lowest unoccupied orbital energy = 0.48 eV
HOMO = -9.15 eV
E_tot = -4516.19663 Eh

Last column: Mulliken charge in e.
Cartesian coordinates (Å):
C1 0.49208 1.66795 2.41290  -0.377
O1 1.93662 1.41472 2.44906  -0.321
P1 2.50487 0.18762 1.57296  1.214
O2 3.13941 -0.87303 2.36081  -0.796
O3 1.22424 -0.23930 0.71746  -0.138
C2 1.34411 -1.31252 -0.20296  -0.628
O4 3.51518 0.82404 0.52294  -0.359
C3 3.06747 1.79198 -0.42427  -0.585
H1 0.30665 2.28470 3.28488  0.099
H2 -0.02187 0.73496 2.22758  0.179
H3 0.29260 2.29273 1.53350  0.345
H4 2.09946 -2.04880 0.08650  0.364
H5 1.65652 -0.99575 -1.20160  0.272
H6 0.37857 -1.80899 -0.25626  0.006
H7 3.82866 2.54942 -0.57445  0.269
H8 2.14139 2.28907 -0.12402  0.220
H9 2.82255 1.26509 -1.34781  0.246
C4 1.34888 -5.04613 10.52172  -0.636
O5 2.51458 -4.22792 10.41980  -0.449
P2 2.33264 -2.71987 9.92947  1.002
O6 1.88170 -2.56227 8.54442  -0.400
O7 3.76866 -2.15786 10.27010  -0.437
C5 4.04749 -0.74441 10.14227  -0.426
O8 1.38641 -2.04747 11.07482  -0.354
C6 0.08767 -1.60007 10.67277  -0.241
H10 1.51124 -5.97827 9.98163  0.289
H11 0.54303 -4.58762 9.93698  0.250
H12 1.07060 -5.19857 11.55821  0.249
H13 3.22501 -0.16022 10.56408  0.183
H14 4.15902 -0.54115 9.07780  0.196
H15 4.91836 -0.55430 10.76093  0.312
H16 -0.64998 -2.41103 10.62750  0.334
H17 0.13602 -1.05628 9.73443  -0.105
H18 -0.25490 -1.00870 11.52340  0.280
C7 -3.46899 4.78192 6.92700  -0.756
O9 -2.83591 4.44736 8.14229  0.347
P3 -2.63628 5.45538 9.35430  0.379
O10 -2.45987 6.85365 8.93481  -0.776
O11 -1.43179 4.80322 10.15052  0.188
C8 -0.77394 5.53598 11.16743  -0.796
O12 -3.91971 5.23192 10.30380  -0.379
C9 -4.26194 3.88916 10.70266  -0.313
H19 -2.77358 4.91612 6.09730  0.248
H20 -4.06550 5.68740 7.04521  0.419
H21 -4.12531 3.96320 6.62505  0.149
H22 -0.87180 6.62144 11.12651  0.363
H23 0.28711 5.29502 11.15569  0.118
H24 -1.16213 5.24156 12.14790  0.305
H25 -3.48594 3.15603 10.48121  -0.045
H26 -5.19274 3.62759 10.20411  0.239
H27 -4.38629 3.93933 11.78370  0.294
C10 0.04758 -3.25844 3.88557  -0.374
O13 -1.25603 -3.32012 3.28179  -0.374
P4 -2.08068 -2.00621 2.97095  0.589
O14 -1.67853 -0.76551 3.61839  -0.091
O15 -2.00224 -2.00188 1.35312  -0.357
C11 -2.59980 -3.06273 0.61316  -0.797
O16 -3.60154 -2.43767 3.21871  -0.382
C12 -4.59049 -1.40881 3.48721  -0.645
H28 0.02716 -2.54740 4.71108  0.069
H29 0.79863 -2.91238 3.17126  0.243
H30 0.31435 -4.26016 4.20489  0.315
H31 -3.42752 -2.65789 0.03026  0.261
H32 -2.84259 -3.92120 1.23344  0.347
H33 -1.88188 -3.39858 -0.14264  0.278
H34 -4.21904 -0.38613 3.42630  0.303
H35 -4.99067 -1.51240 4.49366  0.169
H36 -5.30707 -1.61191 2.69446  0.415
C13 -9.36638 1.69576 7.76406  -0.738
C14 -8.67509 0.34324 7.99280  0.172
C15 -8.36548 -0.12770 6.57918  -0.275
O17 -8.14770 1.07977 5.83755  -0.432
C16 -8.80153 2.19611 6.43759  -0.378
H37 -9.13020 2.33151 8.61455  0.341
H38 -10.44453 1.55876 7.65789  0.277
H39 -9.33699 -0.31525 8.55318  0.256
H40 -7.81071 0.53010 8.62847  -0.136
H41 -9.25175 -0.63664 6.18145  0.369
H42 -7.46814 -0.72689 6.43316  0.064
H43 -9.58254 2.50486 5.74297  0.325
H44 -8.11374 3.01434 6.66624  0.200
C17 -6.25206 -1.59274 9.66680  -0.951
O18 -7.51674 -1.45260 10.27796  -0.306
C18 -8.22815 -2.67115 10.34751  -0.683
C19 -7.58907 -3.69197 11.29819  -0.616
O19 -7.32508 -3.24878 12.60615  -0.320
C20 -8.40531 -2.66308 13.29809  -0.636
H45 -5.83033 -0.63558 9.36147  0.133
H46 -6.32945 -2.17380 8.74061  0.481
H47 -5.53924 -2.05089 10.35879  0.428
H48 -8.38687 -3.15403 9.37909  0.450
H49 -9.16994 -2.36548 10.80206  0.434
H50 -6.62878 -4.03482 10.91569  0.364
H51 -8.26493 -4.56032 11.31366  0.395
H52 -9.13765 -3.43447 13.56662  0.300
H53 -8.89692 -1.91256 12.67542  0.225
H54 -8.06440 -2.16625 14.20168  0.252
C21 -0.94487 1.59439 10.08699  0.062
O20 0.45890 1.51030 10.19194  -0.596
C22 1.12004 1.68708 8.94054  1.559
C23 1.33730 3.10314 8.46918  -0.353
O21 1.90393 3.99698 9.39439  -0.402
C24 3.01801 3.47347 10.06532  -0.676
H55 -1.34796 0.63463 9.73443  -0.097
H56 -1.25790 2.26250 9.27414  -0.220
H57 -1.35267 2.00085 11.00996  0.403
H58 0.73746 0.95925 8.21644  -0.568
H59 2.05481 1.16437 9.18064  -0.154
H60 0.39591 3.55554 8.14617  0.048
H61 1.90993 3.02921 7.53381  0.282
H62 2.78436 2.65208 10.75167  0.220
H63 3.50592 4.26665 10.63034  0.354
H64 3.76906 3.07728 9.36463  0.174
C25 2.43273 -0.37197 6.00956  -0.618
O22 3.26939 0.57296 6.67330  0.259
C26 4.27926 1.11468 5.83057  -0.655
C27 5.42138 0.16241 5.55823  -0.535
O23 6.15106 -0.18086 6.72182  -0.364
C28 6.91899 0.86408 7.26383  -0.655
H65 2.07666 -0.09114 5.01154  0.119
H66 1.57629 -0.57911 6.64591  -0.036
H67 3.04090 -1.26940 5.86574  0.333
H68 4.65790 1.92285 6.46980  0.287
H69 3.86429 1.63345 4.96136  0.356
H70 6.08484 0.60341 4.80333  0.402
H71 5.05650 -0.78978 5.17289  0.252
H72 7.48485 1.42210 6.50462  0.335
H73 7.64206 0.41588 7.94124  0.266
H74 6.30000 1.60629 7.77847  0.164
C29 -4.99253 0.89304 6.40704  -0.583
O24 -4.64810 -0.40550 6.86240  -0.318
C30 -3.51899 -0.46097 7.74045  -0.949
C31 -2.19651 -0.23767 6.97337  0.111
O25 -2.03678 1.16560 6.97128  0.622
C32 -1.07404 1.58469 6.03814  -0.494
H75 -5.53750 1.53302 7.10717  0.147
H76 -5.72677 0.59407 5.65243  0.342
H77 -4.26546 1.47937 5.84368  0.127
H78 -3.57184 -1.36996 8.33766  0.507
H79 -3.64497 0.39088 8.42104  0.352
H80 -2.40520 -0.60943 5.96777  -0.210
H81 -1.41918 -0.77410 7.52963  0.268
H82 -0.03706 1.49402 6.37942  0.021
H83 -1.18357 2.64039 5.77269  0.165
H84 -1.19604 1.03380 5.09983  -0.056

***

Look up the 2S+1 of the second one. 1

***

Which formula does entry 1 have? C32H84N16O4P4

***

Which value of lowest unoccupied orbital energy does entry 1 give? 0.29 eV

***

What is the formula in the second record? C32H84O25P4